P | Density functional theory data (the ωB97M-V functional and the def2-TZVPD basis) for a cluster of 2 separate species, C2H7PS2 in total.

Output
LUMO energy = 0.003 Eh
Kohn-Sham gap = 7.376 eV
HOMO = -7.29 eV

XYZ file:
```
12
Properties=species:S:1:pos:R:3:mulliken_charge:R:1
C 2.53738 -0.44337 -0.21372 -0.695
C -1.79000 -0.42868 -0.01589 -0.700
P 0.06464 1.19474 -0.76205 0.053
S -3.40934 0.04917 -0.21982 -0.122
S 1.65568 0.92852 0.53384 -0.110
H 2.34433 -1.19600 0.41393 0.256
H 3.65388 -0.08018 -0.07444 0.238
H 2.10397 -0.63666 -1.20033 0.304
H -1.41247 -0.44604 1.04237 0.320
H -1.49498 -1.37107 -0.52454 0.307
H -0.76271 1.98550 0.06383 0.047
H -3.49037 0.44408 0.95681 0.102
```


Q | Density functional theory data (the ωB97M-V functional and the def2-TZVPD basis) for the molecule C2H7PS2.

Output
LUMO energy = 0.024 Eh
Kohn-Sham gap = 9.897 eV
HOMO = -9.24 eV

XYZ file:
```
12
Properties=species:S:1:pos:R:3:mulliken_charge:R:1
C 0.92065 0.17377 0.52033 -0.655
C -0.22524 -0.57712 -0.28849 -0.382
P 0.36401 1.85825 0.87523 -0.063
S -0.09981 -0.24236 -2.06596 -0.164
S -0.25326 -2.45365 -0.12263 -0.192
H 1.10338 -0.11392 1.53637 0.381
H 1.86835 0.16655 0.02830 0.390
H -1.11667 -0.21624 0.20497 0.378
H -1.06613 1.42320 0.86589 0.020
H 0.35313 2.27408 -0.48717 0.033
H -1.33836 0.27380 -2.21737 0.156
H -0.51004 -2.56635 1.15054 0.099
```


Here are the energies relative to the best structure, in kJ/mol: P 130.9; Q 0.0.


P | Density functional theory data (the ωB97M-V functional and the def2-TZVPD basis) for a cluster of 2 separate species, C3H5Br in total.

Output
LUMO energy = 0.022 Eh
Kohn-Sham gap = 10.699 eV
HOMO = -10.10 eV

XYZ file:
```
9
Properties=species:S:1:pos:R:3:mulliken_charge:R:1
C -1.33357 0.91585 -0.07229 -0.639
C 1.90908 -0.81107 -0.13266 -0.216
C 1.12232 -1.70205 -0.00616 -0.163
Br 3.05996 0.58494 0.07327 -0.003
H -2.14954 1.14969 -0.89060 0.213
H -0.89243 -0.14835 -0.23184 0.029
H -0.45307 1.62851 0.06641 0.166
H 0.54539 -2.53717 0.27083 0.381
H -1.80815 0.91964 0.92304 0.232
```


Q | Density functional theory data (the ωB97M-V functional and the def2-TZVPD basis) for a cluster of 2 separate species, C3H5Br in total.

Output
LUMO energy = 0.032 Eh
Kohn-Sham gap = 11.030 eV
HOMO = -10.17 eV

XYZ file:
```
9
Properties=species:S:1:pos:R:3:mulliken_charge:R:1
C 0.65282 -1.42444 0.02848 -0.155
C -0.22865 -0.62124 -0.07354 0.029
C -1.31656 0.31254 -0.25608 -1.123
Br 4.71948 0.05251 -0.02006 -0.203
H 3.51350 0.11180 0.69602 0.193
H 1.41816 -2.13375 0.12686 0.424
H -1.46439 0.90425 0.64801 0.281
H -1.10072 0.98208 -1.08792 0.279
H -2.23231 -0.23718 -0.47238 0.274
```


Here are the energies relative to the best structure, in kJ/mol: P 100.2; Q 0.0.


P | Density functional theory data (the ωB97M-V functional and the def2-TZVPD basis) for the molecule C2H6N2OS2.

Output
LUMO energy = 0.010 Eh
Kohn-Sham gap = 8.619 eV
HOMO = -8.33 eV

XYZ file:
```
13
Properties=species:S:1:pos:R:3:mulliken_charge:R:1
C 1.02778 -0.34702 0.71563 -0.359
C -0.15269 -0.01098 0.12123 0.326
H 1.39107 -2.43429 -0.88366 0.159
H 1.74577 0.42313 1.09137 0.345
H 0.74193 -1.04195 1.59275 0.276
H -1.29293 1.73075 -0.75896 0.257
H 1.08229 2.78484 -1.04181 0.370
H -3.28105 -1.90388 0.15005 0.188
N -0.29425 1.27851 -0.44032 -0.155
N -1.13870 -0.83854 0.35627 -0.414
O 0.76635 2.23244 -0.05473 -0.471
S 2.16222 -1.27793 -0.50360 -0.261
S -2.75780 -0.59509 -0.34423 -0.260
```


Q | Density functional theory data (the ωB97M-V functional and the def2-TZVPD basis) for the molecule C2H6N2OS2.

Output
LUMO energy = 0.025 Eh
Kohn-Sham gap = 9.213 eV
HOMO = -8.54 eV

XYZ file:
```
13
Properties=species:S:1:pos:R:3:mulliken_charge:R:1
C 1.02175 -0.62050 0.70113 -0.666
C -0.26706 -0.06015 0.20093 0.667
H 1.79603 -1.84280 -1.10990 0.133
H 1.45591 0.02919 1.45322 0.284
H 0.89407 -1.60569 1.15161 0.332
H -1.15475 1.64264 -0.35819 0.271
H 1.02719 2.48931 -0.75258 0.362
H -3.53746 -1.33235 -0.19824 0.151
N -0.24849 1.16502 -0.41891 -0.255
N -1.28008 -0.87131 0.25109 -0.464
O 0.72582 2.04229 0.07355 -0.390
S 2.32076 -0.73850 -0.58045 -0.193
S -2.75369 -0.29714 -0.41325 -0.233
```


Here are the energies relative to the best structure, in kJ/mol: P 236.3; Q 0.0.